# 1
A structure of composition C15H20BClIrN4O2. Source: the Open Molecules 2025 dataset; level of theory: ωB97M-V with the def2-TZVPD basis set.

Geometry as XYZ:
```
44
Properties=species:S:1:pos:R:3:lowdin_charge:R:1
Ir 0.42021 0.98679 -0.69606 1.55
Cl -3.09911 6.93842 1.83019 0.86
C -2.56636 5.44756 1.20440 -0.61
C -3.39726 4.30925 1.28607 -0.01
C -2.97885 3.09548 0.80136 0.06
C -1.70650 2.95540 0.22303 -0.25
O -1.35405 1.75646 -0.20797 -0.15
C -0.88790 4.10685 0.12005 -0.10
C 0.36190 4.03680 -0.52570 -0.07
O 0.87000 2.98224 -0.99394 -0.12
C -1.33285 5.35138 0.61247 0.01
H -4.37398 4.41030 1.73980 0.14
H -3.60757 2.21813 0.85431 0.14
H 0.91922 4.96541 -0.67045 0.17
H -0.71228 6.23348 0.52362 0.14
B 2.46761 0.56572 3.34552 -0.33
C 1.73254 0.66529 1.99491 -0.12
N 1.22948 0.78947 0.96131 -0.07
H 2.25410 1.55494 4.00383 0.04
H 2.09383 -0.33008 4.15965 0.06
H 3.54559 0.01771 3.15933 0.04
C -0.67609 -4.11436 0.60646 -0.13
C -1.65335 -2.95871 0.53011 -0.12
N -0.97582 -1.82276 -0.11080 0.11
C 0.06956 -1.92777 -0.91535 -0.32
N 0.62411 -0.74153 -1.40565 -0.18
C 1.66868 -0.83958 -2.46452 -0.18
C 2.56837 -2.02549 -2.18685 -0.13
C 1.71159 -3.26993 -2.15909 -0.10
N 0.56435 -3.10343 -1.24856 0.00
C -0.08915 -4.33968 -0.77324 -0.10
H -1.17877 -5.01504 0.95176 0.14
H 0.12539 -3.88124 1.31043 0.13
H -1.98672 -2.64273 1.51610 0.14
H -2.53335 -3.23188 -0.05372 0.14
H -1.35168 -0.89102 0.02498 0.12
H 2.23266 0.09411 -2.48562 0.12
H 1.17834 -0.94598 -3.43518 0.14
H 3.08861 -1.89327 -1.23569 0.14
H 3.31522 -2.11458 -2.97369 0.14
H 2.27636 -4.13269 -1.81133 0.14
H 1.33624 -3.50137 -3.15852 0.15
H 0.66737 -5.12072 -0.76031 0.14
H -0.85969 -4.63733 -1.48746 0.15
```

Properties
- lowest unoccupied orbital energy (spin up / spin down) (eV) = -8.47 / -10.66
- HOMO-LUMO gap (spin up / spin down) (eV) = 5.68 / 2.81
- net charge = +2
- 2S+1 = 2
- ΔE to the lowest compared entry with this formula, charge and spin (kJ/mol) = 204.5



# 2
A cluster of 2 separate species, C15H20Cl2F3N4O8S3 in total. Source: the Open Molecules 2025 dataset; level of theory: ωB97M-V with the def2-TZVPD basis set.

Geometry as XYZ:
```
55
Properties=species:S:1:pos:R:3:lowdin_charge:R:1
N -1.04228 5.46964 -1.05310 0.21
C -0.81470 4.37552 -1.50401 -0.19
O -0.78335 3.11278 -2.14418 -0.04
C -1.28907 2.06517 -1.27761 -0.25
C -2.91830 2.30189 -1.39775 -0.50
S -3.85468 2.41253 0.23346 0.78
N -3.42760 1.17236 -2.27666 -0.09
C -3.32307 1.38468 -3.75457 -0.09
C -3.87441 0.17203 -4.64169 -0.64
O -4.98830 0.32577 -5.21452 0.02
Cl -3.01913 -1.40498 -4.94605 0.67
C -2.60944 0.05045 -1.71637 -0.18
N -3.04827 -1.12288 -1.31891 0.20
C -2.13688 -2.14861 -0.72206 -0.12
C -1.29206 -1.64926 0.55484 -0.16
C 0.00697 -2.58517 0.66330 -0.23
C 1.18303 -1.99899 1.57989 -0.23
S 2.63205 -3.17847 1.35434 0.47
O 3.67018 -2.64578 0.40934 -0.37
O 2.14910 -4.52419 0.82079 -0.41
Cl 3.54104 -3.59314 3.19661 0.39
N -1.26381 0.64991 -1.67215 -0.07
S 0.04487 -0.05708 -2.49424 0.87
O 1.04725 -0.52295 -1.45026 -0.26
O -0.31224 -1.31022 -3.28148 -0.30
C 0.99142 1.03195 -3.66858 -0.41
F 0.20860 1.60789 -4.70370 0.08
F 1.79455 2.01315 -3.00784 0.09
F 1.93033 0.17943 -4.32747 0.10
H -1.09133 2.36667 -0.18185 0.18
H -3.27461 3.22541 -1.98017 0.14
H -3.34762 1.46730 1.11722 -0.12
H -3.99685 2.29238 -4.00217 0.17
H -2.24743 1.70119 -3.98547 0.12
H -4.06565 -1.31421 -1.42699 0.21
H -1.44787 -2.66917 -1.48580 0.14
H -2.82778 -2.99330 -0.33237 0.16
H -1.08919 -0.52755 0.59548 0.11
H -1.94352 -1.88670 1.48457 0.13
H 0.41565 -2.72122 -0.41069 0.11
H -0.28785 -3.65306 1.00010 0.14
H 0.87727 -2.08867 2.68118 0.12
H 1.56812 -0.97097 1.28030 0.08
O 1.91201 0.67234 2.47165 0.08
C 2.72736 0.48726 3.34411 -0.46
O 3.56231 -0.58913 3.40013 -0.04
C 4.31387 -0.53970 4.62047 -0.18
C 4.28488 0.90780 5.04847 -0.15
C 2.93897 1.37325 4.54082 -0.08
H 3.83603 -1.20011 5.35005 0.12
H 5.33119 -0.89023 4.43962 0.13
H 4.41869 1.04117 6.12304 0.13
H 5.07969 1.46101 4.53833 0.13
H 2.14331 1.18739 5.26658 0.14
H 2.95982 2.42416 4.25218 0.13
```

Properties
- lowest unoccupied orbital energy (eV) = -5.75
- HOMO-LUMO gap (eV) = 6.84
- net charge = +1
- 2S+1 = 1
- ΔE to the lowest compared entry with this formula, charge and spin (kJ/mol) = 637.4



# 3
A cluster of 2 separate species, C15H20ClN3O4 in total. Source: the Open Molecules 2025 dataset; level of theory: ωB97M-V with the def2-TZVPD basis set.

Geometry as XYZ:
```
43
Properties=species:S:1:pos:R:3:lowdin_charge:R:1
C 7.18775 -0.71584 -0.04711 -0.12
C 5.66920 -0.41210 0.00768 -0.26
C 5.12234 -0.00935 -1.35956 -0.64
Cl 5.52468 -1.26049 -2.57561 0.67
C 3.62749 0.27132 -1.30165 -0.23
C 3.24370 1.44970 -0.65680 -0.02
C 1.90200 1.82393 -0.55729 0.02
C 0.96883 0.96853 -1.11114 -0.07
C 1.33982 -0.20844 -1.73200 -0.06
C 2.66727 -0.58428 -1.85023 0.03
C 0.07239 -0.88555 -2.16219 -0.36
O -0.12114 -1.65306 -3.04987 0.15
N -0.91963 -0.31758 -1.32013 0.06
C -2.30392 -0.62190 -1.66329 -0.09
C -3.31563 -0.00897 -0.69078 -0.41
C -4.50094 -0.97686 -0.48055 -0.04
O -2.70390 0.27469 0.55143 -0.04
C -0.53001 1.03919 -1.19313 -0.35
O -1.22557 2.00232 -1.26184 0.16
H 7.34159 -1.78791 -0.05092 0.07
H 7.62252 -0.29735 -0.94707 0.06
H 7.67535 -0.27840 0.81831 0.07
H 5.50810 0.41041 0.69704 0.10
H 5.12116 -1.29935 0.30967 0.11
H 5.60032 0.90463 -1.69917 0.11
H 3.99120 2.09635 -0.22106 0.12
H 1.58940 2.73029 -0.06250 0.12
H 2.93235 -1.50187 -2.34783 0.09
H -2.43153 -1.69970 -1.66165 0.12
H -2.53717 -0.30433 -2.67881 0.14
H -3.74181 0.88054 -1.15249 0.13
H -4.58091 -1.71925 -1.27049 0.07
H -5.42741 -0.43363 -0.32562 0.07
H -4.29320 -1.51034 0.44504 0.08
H -3.26112 0.94114 0.97087 0.07
N -4.41795 -0.33492 4.19145 0.16
C -5.18619 0.57964 3.53034 -0.67
N -6.42179 0.81059 4.06537 0.15
O -4.79370 1.15022 2.52731 0.03
H -4.71619 -0.81849 5.01633 0.09
H -3.50753 -0.52448 3.81419 0.11
H -7.00580 1.47811 3.59810 0.10
H -6.76439 0.35281 4.88766 0.09
```

Properties
- lowest unoccupied orbital energy (eV) = 0.32
- HOMO-LUMO gap (eV) = 9.73
- 2S+1 = 1
- SMILES = CC[C@@H](Cl)c1ccc2c(c1)C(=O)N(C[C@@H](C)O)C2=O.NC(N)=O



# 4
A structure of composition C15H20ClO2RuS4SbSe4. Source: the Open Molecules 2025 dataset; level of theory: ωB97M-V with the def2-TZVPD basis set.

Geometry as XYZ:
```
48
Properties=species:S:1:pos:R:3:lowdin_charge:R:1
Ru 0.27001 -0.25832 -0.05790 0.46
C 2.37542 0.57987 -2.83142 -0.52
C 1.75981 -0.76915 -3.14773 -0.43
S 1.10695 -1.66155 -1.66311 0.78
C -0.34281 -2.50198 -2.40245 -0.47
C -1.32583 -2.89123 -1.31764 -0.46
S -1.81221 -1.50938 -0.21242 0.87
C -3.29825 -0.84500 -1.03532 -0.48
C -3.01757 0.00769 -2.25641 -0.51
S -1.82626 1.32591 -1.81550 0.84
C -1.03248 1.57735 -3.44803 -0.51
C 0.22667 2.40558 -3.26684 -0.51
S 1.31716 1.78164 -1.94297 0.78
H 2.70214 1.06651 -3.75022 0.09
H 3.25608 0.45245 -2.19765 -0.02
H 2.53798 -1.41807 -3.55258 0.09
H 0.93498 -0.68249 -3.85573 0.06
H 0.02904 -3.39262 -2.91046 0.09
H -0.78953 -1.82322 -3.13223 0.06
H -0.87714 -3.63084 -0.64924 0.09
H -2.24163 -3.30199 -1.74366 0.09
H -3.78766 -0.24641 -0.26397 0.08
H -3.93338 -1.69552 -1.28703 0.09
H -3.93957 0.47759 -2.60473 0.08
H -2.58879 -0.57743 -3.07297 0.07
H -1.74368 2.09589 -4.09460 0.08
H -0.81860 0.59401 -3.87568 0.06
H -0.03737 3.41589 -2.95171 0.08
H 0.80389 2.45165 -4.18932 0.08
Se 5.20213 2.85017 -0.15124 -0.13
Sb 4.73167 0.54319 0.51068 -0.32
Se 2.26750 0.03014 0.66663 0.30
Se 5.65514 0.04101 2.72720 0.15
Se 5.77404 -0.85948 -1.21511 -0.11
Cl -0.97963 1.22212 8.25216 0.68
C -0.76132 0.85168 6.57979 -0.67
C -0.35933 -0.42509 6.21074 -0.09
C -0.19221 -0.71552 4.87210 0.00
C -0.42594 0.26386 3.91104 -0.13
C -0.82163 1.54181 4.29434 -0.01
C -0.99544 1.83811 5.63167 -0.10
C -0.25738 -0.07110 2.47833 -0.70
O 0.01344 -1.24048 2.12845 -0.13
O -0.38595 0.85664 1.62157 -0.19
H -0.18615 -1.17789 6.96525 0.11
H 0.12180 -1.70008 4.56060 0.12
H -0.99412 2.30067 3.54527 0.12
H -1.31399 2.82337 5.94002 0.11
```

Properties
- lowest unoccupied orbital energy (spin up / spin down) (eV) = -1.19 / -2.39
- HOMO-LUMO gap (spin up / spin down) (eV) = 6.04 / 4.70
- 2S+1 = 5
- ΔE to the lowest compared entry with this formula, charge and spin (kJ/mol) = 147.2



# 5
A structure of composition C15H20IIrO6. Source: the Open Molecules 2025 dataset; level of theory: ωB97M-V with the def2-TZVPD basis set.

Geometry as XYZ:
```
43
Properties=species:S:1:pos:R:3:lowdin_charge:R:1
Ir 0.15445 0.70924 -0.34978 1.56
C 0.21349 2.76772 1.50481 -0.10
C -1.26581 2.79138 1.11999 -0.07
O -1.56664 1.79765 0.07326 -0.24
C -1.95957 2.42868 -1.20754 -0.08
C -1.50948 1.58894 -2.37764 -0.10
O -0.05653 1.46044 -2.26771 -0.25
C 0.52826 0.39708 -3.08116 -0.10
C 1.94790 0.13214 -2.57497 -0.07
O 2.04247 0.30193 -1.11273 -0.24
C 2.87954 1.46458 -0.73391 -0.08
C 2.37643 2.08963 0.54348 -0.10
O 0.99022 2.48991 0.29792 -0.25
H 0.51133 3.73628 1.90674 0.16
H 0.42814 1.98028 2.22804 0.13
H -1.87623 2.54234 1.98529 0.15
H -1.56568 3.76577 0.74327 0.14
H -3.04423 2.52766 -1.20874 0.16
H -1.49548 3.41299 -1.25851 0.14
H -1.94956 0.58955 -2.37162 0.15
H -1.75507 2.10321 -3.30758 0.16
H -0.10407 -0.48565 -2.98024 0.13
H 0.55709 0.71954 -4.12209 0.16
H 2.23020 -0.89505 -2.79532 0.15
H 2.67069 0.80380 -3.03026 0.14
H 3.90138 1.10972 -0.60794 0.16
H 2.83394 2.19251 -1.54329 0.14
H 2.39453 1.39642 1.38695 0.15
H 2.97093 2.97527 0.77103 0.16
I -1.61398 -6.91879 3.44419 1.00
C -1.19498 -5.10471 2.54288 -0.72
C -0.56581 -4.09937 3.27805 -0.12
C -0.28442 -2.89060 2.67826 0.01
C -0.63309 -2.68362 1.33900 -0.15
C -1.26213 -3.69502 0.60449 0.01
C -1.54403 -4.90225 1.20715 -0.12
C -0.34157 -1.42598 0.71292 -0.47
O 0.20583 -0.42102 1.32461 -0.08
O -0.58781 -1.16242 -0.53273 -0.08
H -0.30055 -4.26849 4.31186 0.11
H 0.20344 -2.10564 3.24020 0.13
H -1.53037 -3.52813 -0.42998 0.13
H -2.03320 -5.68792 0.64932 0.11
```

Properties
- lowest unoccupied orbital energy (eV) = -6.48
- HOMO-LUMO gap (eV) = 6.92
- net charge = +2
- 2S+1 = 1